## 1
Formula: C4H5NO2S
Source: the Open Molecules 2025 dataset
Level of theory: ωB97M-V/def2-TZVPD

Properties
HOMO-LUMO gap = 0.316 hartree
structure (SMILES) = O=CN[C@@H](C=O)C=S

CARTESIAN COORDINATES (ANGSTROEM)
S: -1.497 -2.293 -0.118
O: 3.201 -0.542 -0.224
O: -1.903 1.969 0.038
N: 0.886 -0.433 -0.402
C: -1.501 -0.725 0.122
C: -0.813 1.470 -0.454
C: -0.344 0.081 0.023
C: 2.093 -0.291 0.389
H: -0.135 1.799 -1.191
H: 0.910 -1.383 -0.926
H: -0.189 0.396 1.148
H: -2.587 -0.370 0.281
H: 1.878 0.322 1.314

Atomic partial charges in e from the Löwdin method, atoms 1 to 2:
1. S 0.761
2. O -0.030



## 2
Formula: C4H5NO2S
Source: the Open Molecules 2025 dataset
Level of theory: ωB97M-V/def2-TZVPD

Properties
HOMO-LUMO gap = 0.317 hartree

CARTESIAN COORDINATES (ANGSTROEM)
S: 1.785 -1.780 -0.117
O: -2.761 0.689 0.180
O: -1.209 -2.025 0.290
N: -0.533 1.356 -0.200
C: 0.788 0.790 -0.486
C: -0.953 -0.881 0.384
C: -1.538 0.489 0.106
C: 0.955 -0.332 0.506
H: 0.915 0.289 -1.393
H: -0.883 2.304 -0.554
H: 1.452 1.671 -0.215
H: 0.660 -2.560 -0.052
H: 1.324 -0.010 1.550

Atomic partial charges in e from the Löwdin method, atoms 1 to 2:
1. S 0.731
2. O 0.071



## 3
Formula: C4H5NO2S
Source: the Open Molecules 2025 dataset
Level of theory: ωB97M-V/def2-TZVPD

Properties
HOMO-LUMO gap (spin up / spin down) = 0.246 / 0.246 hartree

CARTESIAN COORDINATES (ANGSTROEM)
S: -1.012 -2.900 1.406
O: -0.850 -1.017 -2.262
O: -1.231 1.210 -0.672
N: 1.966 1.677 1.288
C: -0.523 -2.250 -0.033
C: 0.814 1.178 0.729
C: -0.193 1.298 0.123
C: -0.975 -1.530 -1.053
H: 0.108 -3.044 -0.566
H: 2.071 2.602 1.104
H: -0.141 -0.275 -2.077
H: 2.043 1.544 2.223
H: -2.078 1.508 -0.210

Atomic partial charges in e from the Löwdin method, atoms 1 to 2:
1. S 0.468
2. O 0.087



How far above the most stable structure does each one sit? In hartree: 1 0.0407; 2 0.0000; 3 0.2120.



## 1
Formula: C2H3F4NO
Source: the Open Molecules 2025 dataset
Level of theory: ωB97M-V/def2-TZVPD

Properties
HOMO-LUMO gap (spin up / spin down) = 0.325 / 0.325 hartree

CARTESIAN COORDINATES (ANGSTROEM)
F: -1.397 -1.900 0.450
F: -2.039 1.399 -0.480
F: -3.571 0.054 0.362
F: -0.971 -0.881 -1.372
O: 0.359 0.009 0.727
N: 1.454 0.193 0.060
C: -2.244 0.420 0.429
C: -1.291 -0.727 -0.113
H: 2.021 -0.782 -0.159
H: 1.554 1.013 -0.471
H: -1.983 0.775 1.538

Atomic partial charges in e from the Löwdin method, atoms 1 to 2:
1. F 0.161
2. F 0.070



## 2
Formula: C2H3F4NO
Source: the Open Molecules 2025 dataset
Level of theory: ωB97M-V/def2-TZVPD

Properties
HOMO-LUMO gap = 0.382 hartree
structure (SMILES) = NOC(F)(F)C(F)F

CARTESIAN COORDINATES (ANGSTROEM)
F: 0.006 1.310 -1.765
F: 1.908 1.807 -0.859
F: 1.245 -0.044 1.253
F: -0.426 1.292 0.956
O: -0.587 -0.910 -0.177
N: -1.405 -1.284 0.860
C: 0.384 0.437 0.379
C: 0.981 0.836 -0.972
H: -1.163 -2.214 1.182
H: -2.378 -1.183 0.595
H: 1.434 -0.046 -1.451

Atomic partial charges in e from the Löwdin method, atoms 1 to 2:
1. F 0.103
2. F 0.096



How far above the most stable structure does each one sit? In hartree: 1 0.0712; 2 0.0000.